# C21H29BrCrN2O5

A structure of composition C21H29BrCrN2O5 in a non-equilibrium geometry (the ωB97M-V functional and the def2-TZVPD basis, OMol25).

CARTESIAN COORDINATES (ANGSTROEM)
Br1 -6.48196 2.27320 1.87608
Cr1 0.68224 -0.39061 -0.16911
O1 2.62725 -0.94357 -0.90200
O2 1.05522 -2.47482 0.84204
O3 0.43070 -1.44387 -2.37355
O4 -3.02399 -0.96449 -1.09882
O5 -1.13160 -0.76902 0.02286
N1 1.68771 0.80305 1.27460
N2 -2.84404 0.95639 3.25358
C1 1.65157 -1.47935 -3.09018
C2 -4.28675 0.75317 0.87933
C3 -2.38032 0.26374 2.23165
C4 2.69879 -0.69194 -2.29951
C5 3.00960 -2.25290 -0.48100
C6 -3.03942 0.15605 1.00918
C7 -0.69779 -1.71986 -3.19779
C8 0.05662 1.44627 -0.65787
C9 -0.63723 1.78654 -1.80511
C10 1.81223 -3.14084 -0.14801
C11 2.11347 0.05867 2.45906
C12 -2.39639 -0.57207 -0.13360
C13 -1.37267 3.84147 -0.80447
C14 0.02195 2.32844 0.41915
C15 2.87768 1.47338 0.73069
C16 -4.77986 1.45458 1.96788
C17 -1.35185 2.97348 -1.88329
C18 0.72826 1.85817 1.66017
C19 -0.68290 3.52007 0.35414
C20 -4.01439 1.55164 3.12861
C21 -0.08800 -3.21824 1.23139
H1 -0.01859 1.42987 2.33380
H2 2.60208 2.04754 -0.15147
H3 2.82008 -0.71817 2.16673
H4 -0.61028 -2.62546 1.97797
H5 -0.71864 4.17399 1.21293
H6 -0.84326 -0.91994 -3.93104
H7 -0.75774 -3.38344 0.38136
H8 -4.84113 0.66501 -0.04235
H9 3.64290 0.74543 0.46848
H10 -0.64435 1.10166 -2.64044
H11 0.20756 -4.18104 1.66065
H12 -1.93788 4.76018 -0.86586
H13 1.23659 2.67743 2.18547
H14 2.61149 0.72114 3.17634
H15 -1.90264 3.22011 -2.77825
H16 2.16856 -4.11060 0.22833
H17 -1.44018 -0.24823 2.40282
H18 3.71069 -0.89654 -2.67770
H19 3.30686 2.14763 1.47950
H20 -1.57159 -1.76834 -2.54718
H21 -0.55671 -2.66765 -3.72448
H22 1.25726 -0.40473 2.94642
H23 1.52785 -1.01050 -4.07538
H24 1.18208 -3.31262 -1.02909
H25 -4.35437 2.11479 3.98634
H26 1.96321 -2.52571 -3.23920
H27 3.63448 -2.73119 -1.23997
H28 3.59895 -2.11296 0.43227
H29 2.48259 0.37562 -2.39312

Forces on atoms 1 to 3 (eV/Å):
0.1820 -0.0363 0.0482
-0.2045 -0.0748 -0.2250
-0.6785 0.0604 0.2940

The multiplicity is 4. The largest force on an atom comes out at 1.71 eV/A. As for the HOMO energy (spin up / spin down): -11.45 / -11.45 eV. Its orbital gap (spin up / spin down) is 8.211 / 8.970 eV. The charge is +1. For the LUMO energy (spin up / spin down), the calculation gives -3.2 / -2.5 eV.

---

# C21H29Cl2NO3PbSi

A structure of composition C21H29Cl2NO3PbSi in a non-equilibrium geometry (the ωB97M-V functional and the def2-TZVPD basis, OMol25).

CARTESIAN COORDINATES (ANGSTROEM)
Pb1 -6.28503 -2.74710 -1.86261
Cl1 -7.58503 1.13241 1.17306
Cl2 -6.68355 -1.94634 0.26250
Si1 -0.38317 3.05767 -0.30455
O1 1.66844 -3.22065 1.48042
O2 -1.75074 1.95529 -0.26189
O3 0.18337 -0.38924 -2.35014
N1 1.52705 -1.34255 -0.32741
C1 -3.07595 0.23392 -1.72572
C2 7.05221 -1.85136 1.05632
C3 -5.31276 -0.76253 0.72625
C4 0.95620 2.65072 -1.62623
C5 0.27731 -0.91678 -1.12667
C6 -1.09064 -1.19612 -0.26903
C7 -3.18405 -2.20353 1.97503
C8 3.66795 -2.77333 -1.00218
C9 -5.77083 0.62776 1.12354
C10 4.73530 -1.81116 -0.20910
C11 -2.31949 1.71603 -1.59855
C12 -0.85711 4.91253 -0.50973
C13 2.37750 -1.87194 -1.45985
C14 -2.64268 -0.70224 -0.45101
C15 -0.56938 -2.14327 0.96263
C16 0.48733 2.90103 1.44401
C17 -3.70860 -1.21505 0.73170
C18 5.54434 -2.54554 1.01551
C19 -4.70312 1.82379 1.58872
C20 1.04203 -2.31831 0.72129
C21 -1.59038 -2.68855 2.12276
H1 7.12410 -0.88538 0.37420
H2 -4.70780 2.65141 0.74616
H3 1.39381 3.64964 1.55921
H4 -3.61014 1.42227 1.73039
H5 1.58817 3.64828 -1.78924
H6 1.79905 -2.47151 -2.28134
H7 1.70677 1.81862 -1.22253
H8 5.71682 -3.69936 0.82242
H9 0.09306 5.50733 -0.91590
H10 0.80084 1.77509 1.55363
H11 7.34902 -1.49981 2.14320
H12 -3.91934 -2.56353 2.82246
H13 -1.75421 5.11103 -1.25117
H14 5.04341 -2.33200 2.07224
H15 5.53919 -1.46986 -1.02004
H16 -3.14458 2.51676 -1.82286
H17 -0.31872 3.11591 2.26505
H18 0.53380 2.37354 -2.69336
H19 -5.02942 2.31211 2.61318
H20 -1.54506 1.74769 -2.47870
H21 3.38329 -3.76715 -0.41533
H22 -1.18570 -3.35281 2.99786
H23 2.82369 -0.91262 -2.01287
H24 4.21542 -0.81199 0.17080
H25 -4.25043 0.41934 -1.79898
H26 -1.09742 5.36261 0.55200
H27 4.22552 -3.14864 -1.98549
H28 -2.68179 -0.29829 -2.69937
H29 7.90210 -2.58428 0.66528

Forces on atoms 1 to 3 (eV/Å):
0.9960 -0.8980 -2.9509
3.2985 -1.1690 -0.2735
-0.5529 1.2626 3.4378

The largest force on an atom comes out at 8.61 eV/A. As for the HOMO energy: -13.79 eV. Its orbital gap is 3.215 eV. The charge is +2. For the LUMO energy, the calculation gives -10.6 eV.

---

# C21H29Cl54GaOPS

A structure of composition C21H29Cl54GaOPS in a non-equilibrium geometry (the ωB97M-V functional and the def2-TZVPD basis, OMol25).

CARTESIAN COORDINATES (ANGSTROEM)
Ga1 -4.34749 -3.32540 -1.11685
Cl1 -0.18400 -3.55207 2.91074
Cl2 -2.51686 4.73365 -0.32193
Cl3 0.22247 2.13155 0.45782
Cl4 -7.98397 0.47095 2.05304
Cl5 -10.15769 -0.41044 3.76722
Cl6 9.96907 2.42146 0.65439
Cl7 -2.88791 -4.71171 4.47384
Cl8 2.35070 -7.98872 -2.04628
Cl9 -14.35978 -0.83809 2.59592
Cl10 -2.67407 2.41671 -2.07391
Cl11 -9.82597 -1.56924 1.12094
Cl12 -14.19736 1.69683 4.00633
Cl13 3.50615 -4.80876 2.08447
Cl14 8.60926 3.49945 -4.72753
Cl15 9.21840 6.28568 2.48330
Cl16 9.18505 5.51836 -2.71434
Cl17 4.98519 1.95883 -2.13961
Cl18 -11.06734 -1.08250 6.82128
Cl19 4.14765 2.19435 4.47326
Cl20 4.61527 -9.70594 -2.64694
Cl21 -1.09070 3.52189 -6.29876
Cl22 -4.81705 1.07192 -7.04670
Cl23 -2.68066 -7.46515 3.54996
Cl24 1.56305 5.75485 -5.42213
Cl25 5.66976 4.51929 -3.32120
Cl26 6.69523 7.45128 1.63087
Cl27 12.24333 -2.98597 2.73734
Cl28 -15.26134 -0.64990 5.35273
Cl29 0.88234 3.63768 -1.93637
Cl30 8.21159 1.53758 -1.48462
Cl31 2.64465 -4.99725 -0.68410
Cl32 -4.92570 3.74034 -5.89744
Cl33 9.48921 -3.16664 1.82554
Cl34 -8.29122 -0.22001 6.91823
Cl35 -0.81727 -0.72407 2.81352
Cl36 3.91316 -2.55007 0.30909
Cl37 4.90023 -7.56065 -0.70844
Cl38 1.57849 0.81849 -1.75641
Cl39 4.28953 2.60705 1.59708
Cl40 11.67035 -3.52885 -0.06039
Cl41 1.43534 2.40027 -5.38737
Cl42 -1.49726 -2.31178 5.17375
Cl43 3.10725 6.75979 -3.17958
Cl44 -4.84886 4.33454 -2.00472
Cl45 5.58544 4.20850 -0.43068
Cl46 11.34518 4.38956 -4.29908
Cl47 -6.11941 1.49326 -4.48444
Cl48 -4.31846 -5.53714 2.08642
Cl49 8.49824 -0.07513 0.91543
Cl50 -10.18387 0.75283 8.89573
Cl51 3.57241 -0.00502 2.65844
Cl52 4.28825 6.67541 -5.83945
Cl53 -0.88203 0.68182 -5.73874
Cl54 6.85992 4.60715 2.19527
S1 -7.11776 -1.06210 -1.36607
P1 -6.48596 -2.67746 -0.39483
O1 -3.06475 -1.91142 -0.94439
C1 -4.80903 2.00831 -5.54802
C2 -9.64989 -0.11047 2.09604
C3 -1.32915 -2.30404 3.40888
C4 -0.63451 -1.58249 -1.22088
C5 11.13277 -2.68404 1.39555
C6 -3.59067 3.53944 -1.05959
C7 0.70444 -2.37958 -0.95234
C8 3.79840 -8.76110 -1.39574
C9 -9.72381 -0.61249 7.87150
C10 2.79922 6.90923 -4.91544
C11 4.87477 3.70908 -1.97144
C12 7.45823 6.21136 2.63214
C13 3.84434 -4.31239 0.42133
C14 -3.73197 -6.04634 3.67709
C15 9.78174 4.07220 -3.53520
C16 -0.32575 2.29418 -5.28091
C17 8.47162 1.56617 0.26166
C18 -14.09478 -0.06111 4.16020
C19 3.46832 1.74137 2.90306
C20 -1.80602 -2.55007 -0.93556
C21 0.40617 2.05541 -1.29870
H1 11.12956 -1.61960 1.18940
H2 2.42177 2.02361 2.89139
H3 -4.59048 -6.31390 4.28223
H4 -9.48592 -1.45287 8.51220
H5 3.49657 -9.43568 -0.60380
H6 -10.29025 0.65734 1.67869
H7 7.64487 2.10058 0.71811
H8 3.82540 3.98673 -1.97114
H9 0.77001 -2.54426 0.13389
H10 7.19626 6.40052 3.66619
H11 -1.62679 -3.02416 0.05473
H12 -0.55679 1.78685 -1.73065
H13 4.81716 -4.70028 0.14290
H14 2.43369 7.91013 -5.11035
H15 -0.61764 2.47476 -4.25221
H16 -0.58679 -1.22211 -2.26360
H17 -4.27900 -3.78225 -2.65144
H18 9.91777 3.29394 -2.79304
H19 0.53981 -3.38045 -1.39393
H20 -0.59721 -0.70916 -0.54464
H21 -13.09790 -0.31562 4.50216
H22 -2.29637 -2.52651 2.97163
H23 -6.47811 -2.45078 1.02656
H24 -1.81949 -3.33946 -1.72828
H25 -7.40891 -3.75135 -0.62443
H26 -3.86835 1.82710 -5.03977
H27 -4.06355 2.96988 -0.26810
H28 1.58545 -1.88031 -1.37516
H29 -3.80659 -4.55513 -0.22187

Forces on atoms 1 to 3 (eV/Å):
1.0587 -0.3029 -0.4019
0.0577 0.1250 -0.0865
-0.0116 -0.0624 0.0063

The largest force on an atom comes out at 1.75 eV/A. As for the HOMO energy: -4.73 eV. Its orbital gap is 6.075 eV. The charge is -1. For the LUMO energy, the calculation gives 1.3 eV.

---

# C21H29ClN2O4Sm

A structure of composition C21H29ClN2O4Sm in a non-equilibrium geometry (the ωB97M-V functional and the def2-TZVPD basis, OMol25).

CARTESIAN COORDINATES (ANGSTROEM)
Sm1 -0.77786 -0.01470 0.86621
Cl1 1.33377 -0.27060 -1.02911
O1 0.12446 0.88049 3.19650
O2 -0.78598 -0.89419 4.19072
O3 -0.65156 -4.43393 -0.21137
O4 -0.87324 4.44059 0.02616
N1 0.10051 2.45827 0.37113
N2 -0.17467 -2.51376 0.82309
C1 -0.66425 -2.53573 -3.51465
C2 -1.64050 -1.25933 -1.60890
C3 1.77071 3.08884 2.05189
C4 -0.90698 -3.15335 -0.05226
C5 -1.01229 -1.23339 -2.86483
C6 0.38821 4.76122 0.73273
C7 0.78100 -3.49304 1.43053
C8 -1.88997 -0.02265 -1.04764
C9 -0.91315 3.13020 -0.11272
C10 -2.07841 2.44341 -0.78193
C11 -0.76535 2.56877 -3.47088
C12 -0.45325 0.35762 4.23645
C13 -0.75163 0.01870 -3.45784
C14 -2.01667 -2.50633 -0.84553
C15 1.16814 3.44811 0.71422
C16 0.48131 -4.78049 0.66959
C17 0.45350 -3.64376 2.90528
C18 -1.67696 1.22021 -1.57928
C19 2.24406 3.48309 -0.35967
C20 2.21638 -3.04995 1.23646
C21 -1.05074 1.24477 -2.83322
H1 2.43659 -2.94534 0.17000
H2 1.83897 3.86376 -1.30726
H3 0.98705 2.91977 2.79193
H4 -0.28024 0.03998 -4.45098
H5 1.20061 -4.28988 3.38214
H6 -2.75480 2.15011 0.04133
H7 -0.59414 2.42237 -4.55367
H8 0.13385 -3.07568 -2.95541
H9 -1.11762 -0.18569 2.65593
H10 -1.56721 -3.17951 -3.51926
H11 0.11982 5.08123 1.75009
H12 2.64403 2.47786 -0.52643
H13 -0.32804 -2.35875 -4.55303
H14 2.88272 -3.80265 1.67792
H15 -0.53244 -4.11183 3.01445
H16 2.42384 3.90112 2.38794
H17 1.29563 -5.11871 0.01583
H18 -2.43195 -3.26049 -1.51702
H19 3.05284 4.15403 -0.03902
H20 0.15312 -5.62088 1.29748
H21 -0.68516 0.96462 5.11492
H22 0.84956 5.59867 0.19312
H23 2.36289 2.17332 1.96829
H24 -2.60329 3.16512 -1.41048
H25 -1.63331 3.24316 -3.31949
H26 2.39711 -2.08689 1.72409
H27 -2.78246 -2.24629 -0.09762
H28 0.13001 3.06061 -3.02472
H29 0.42342 -2.67225 3.40778

Forces on atoms 1 to 3 (eV/Å):
3.7016 0.7641 1.5248
0.8431 -0.0446 0.3839
-0.1242 0.9473 2.1719

The multiplicity is 6. The largest force on an atom comes out at 4.50 eV/A. As for the HOMO energy (spin up / spin down): -2.35 / -2.03 eV. Its orbital gap (spin up / spin down) is 5.057 / 4.768 eV. For the energy above the lowest of the compared OMol25 structures with the same formula, charge and spin, the calculation gives 136.34 kJ/mol. The charge is -1. For the LUMO energy (spin up / spin down), the calculation gives 2.7 / 2.7 eV.

---

charge of number 4 (C21H29ClN2O4Sm)? -1

---

Number 2 is which compound? C21H29Cl2NO3PbSi

---

Among the records above, which one has the highest charge? C21H29Cl2NO3PbSi